Record 1
50
Properties=species:S:1:pos:R:3 method="wB97M-V/def2-TZVPD" total_charge=0 smiles="NC[C@@H](O)C[C@@]1(P(=O)(O)O)[C@H](C(F)(F)C(F)(F)F)C(=O)O[C@@]1(CC(=O)I)OB(O)O.ClC(Cl)(Cl)Cl" e_homo_ha=-0.36362
N 1.58 1.80 -2.89
C 1.71 0.97 -1.60
C 0.96 1.73 -0.38
O 1.03 3.20 -0.69
C -0.59 1.39 -0.09
C -1.06 -0.15 0.09
P -2.56 0.07 1.30
O -3.40 1.41 0.99
O -3.73 -1.22 1.23
O -2.09 0.23 2.98
C -1.34 -0.65 -1.44
C -2.81 -0.78 -2.11
F -3.43 -2.14 -2.07
F -3.84 0.18 -1.66
C -2.64 -0.44 -3.74
F -1.59 -1.23 -4.41
F -3.94 -0.77 -4.43
F -2.44 1.03 -3.95
C -0.59 -2.11 -1.52
O -0.65 -3.15 -2.34
O 0.35 -2.05 -0.40
C -0.08 -1.27 0.82
C -0.82 -2.53 1.64
C 0.16 -3.89 1.70
O 1.07 -4.12 2.65
I 0.00 -5.50 0.17
O 1.23 -0.91 1.35
B 1.22 -0.48 2.75
O 1.42 0.97 3.10
O 1.09 -1.38 3.95
H 2.46 2.40 -2.94
H 1.61 1.08 -3.68
H 2.88 0.96 -1.37
H 1.37 -0.12 -1.83
H 1.64 1.60 0.59
H 2.02 3.42 -0.80
H -1.28 1.89 -0.90
H -0.86 1.95 0.93
H -3.58 -1.84 0.46
H -2.48 -0.58 3.46
H -0.75 -0.05 -2.29
H -1.72 -2.86 0.92
H -1.23 -2.22 2.69
H 0.56 1.47 3.02
H 0.56 -0.80 4.60
Cl 6.48 2.59 0.55
C 4.91 3.10 1.23
Cl 3.91 1.66 1.54
Cl 5.18 3.98 2.75
Cl 4.08 4.16 0.06

=====

Record 2
34
Properties=species:S:1:pos:R:3 method="wB97M-V/def2-TZVPD" total_charge=0 e_homo_ha=-0.31987
C -1.19 2.08 -2.95
N -1.71 1.79 -1.63
C -3.12 2.07 -1.45
C -1.15 0.60 -1.07
Cl -2.23 -0.16 0.17
H -1.76 2.89 -3.41
H -0.14 2.39 -2.88
H -1.25 1.21 -3.63
H -3.36 2.92 -2.09
H -3.75 1.21 -1.73
H -3.31 2.32 -0.40
H -1.05 -0.15 -1.88
C 0.85 1.58 3.12
N 0.61 1.04 1.80
C 0.24 1.73 0.72
C 0.22 0.82 -0.48
C 0.74 -0.47 0.10
C 0.91 -0.30 1.46
C 1.37 -1.32 2.30
C 1.62 -2.57 1.70
C 1.41 -2.75 0.33
B 1.73 -4.28 -0.33
F 1.45 -4.19 -1.68
F 3.07 -4.47 -0.03
F 0.86 -5.10 0.39
C 0.97 -1.71 -0.48
H 1.06 0.76 3.81
H 1.71 2.26 3.11
H -0.01 2.15 3.49
H 0.08 2.81 0.73
H 0.89 1.22 -1.26
H 1.47 -1.15 3.36
H 1.97 -3.38 2.34
H 0.79 -1.82 -1.55

=====

Record 3
39
Properties=species:S:1:pos:R:3 method="wB97M-V/def2-TZVPD" total_charge=0 multiplicity=3 relative_energy_kcal_mol=11.21 e_homo_ha="-0.24982 / -0.25090"
W -0.04 -1.16 0.99
C -2.97 0.22 2.88
C -3.10 0.25 1.37
N -1.83 0.29 0.59
C -2.19 0.15 -0.87
C -1.32 -0.80 -1.70
C -1.17 1.58 0.86
C 0.06 1.68 -0.02
N 0.84 0.44 0.07
C 2.06 0.50 -0.61
C 3.18 -0.22 -0.16
F 3.09 -0.94 0.97
C 4.41 -0.17 -0.77
F 5.41 -0.88 -0.25
C 4.63 0.62 -1.88
C 3.55 1.34 -2.34
F 3.69 2.12 -3.43
C 2.31 1.28 -1.74
F 1.32 1.96 -2.36
H -3.97 0.09 3.30
H -2.55 1.14 3.29
H -2.35 -0.61 3.21
H -3.68 1.13 1.06
H -3.66 -0.63 1.04
H -2.20 1.15 -1.31
H -3.22 -0.22 -0.90
H -0.35 -1.02 -1.24
H -1.01 -0.36 -2.65
H -1.81 -1.75 -1.89
H -0.90 1.61 1.91
H -1.85 2.41 0.65
H 0.66 2.54 0.29
H -0.26 1.87 -1.04
H 5.59 0.67 -2.37
Te -2.17 -2.98 0.96
Te -1.33 -4.70 -0.91
Te 1.33 -4.97 -0.18
Te 1.32 -3.26 1.92
Br 0.49 -0.37 3.29

=====

Record 4
41
Properties=species:S:1:pos:R:3 method="wB97M-V/def2-TZVPD" total_charge=+1 multiplicity=2 relative_energy_kcal_mol=0.00 e_homo_ha="-0.41677 / -0.41868"
Cd -0.11 -0.15 0.51
Cl 5.37 4.68 -0.47
C 3.83 4.01 -0.20
C 3.56 2.71 -0.68
C 2.34 2.17 -0.45
Cl 1.96 0.63 -1.10
C 1.29 2.88 0.24
O 0.18 2.37 0.46
C 1.62 4.23 0.68
Cl 0.44 5.15 1.48
C 2.86 4.77 0.47
H 4.32 2.16 -1.22
H 3.09 5.76 0.81
Cl -1.93 0.16 2.54
Ge -0.25 1.65 3.41
Cl -0.30 0.99 5.51
Cl 1.41 0.08 2.60
C -2.71 1.93 -0.68
S -2.03 0.35 -1.25
C -3.36 -0.74 -0.74
H -2.93 1.88 0.39
H -3.61 2.14 -1.25
H -1.96 2.70 -0.87
H -4.27 -0.44 -1.25
H -3.49 -0.70 0.34
H -3.09 -1.75 -1.05
C -1.52 -5.87 1.06
N -0.93 -4.61 0.63
C -0.13 -4.40 -0.57
C 0.09 -2.90 -0.53
O 0.70 -2.21 -1.33
N -0.53 -2.39 0.59
C -1.11 -3.42 1.22
N -1.81 -3.25 2.33
H -1.13 -6.67 0.43
H -2.60 -5.86 0.97
H -1.24 -6.10 2.09
H -0.66 -4.70 -1.48
H 0.82 -4.93 -0.53
H -1.88 -2.32 2.72
H -2.23 -4.03 2.82

=====

Record 5
38
Properties=species:S:1:pos:R:3 method="wB97M-V/def2-TZVPD" total_charge=0 relative_energy_kcal_mol=6.74 e_homo_ha=-0.30176
Rh 0.44 0.68 -0.19
N 2.58 0.96 -0.46
C 2.81 2.32 -1.02
C 1.82 3.30 -0.41
N 0.45 2.82 -0.65
H 2.97 0.88 0.47
H 3.00 0.25 -1.05
H 2.67 2.25 -2.10
H 3.83 2.66 -0.84
H 1.99 4.30 -0.79
H 1.96 3.31 0.67
H 0.16 2.94 -1.62
H -0.24 3.28 -0.06
C -2.97 -1.14 -0.20
C -2.29 -0.05 0.62
C -3.30 0.85 1.32
O -1.47 0.74 -0.23
H -3.51 -1.83 0.44
H -2.23 -1.70 -0.77
H -3.68 -0.69 -0.91
H -1.68 -0.53 1.39
H -3.98 1.29 0.59
H -2.78 1.65 1.85
H -3.89 0.28 2.05
Cl 0.52 -0.42 -2.65
C 0.62 -1.73 -1.47
C 0.61 -1.32 -0.15
C 0.63 -2.33 0.80
Cl 0.62 -1.92 2.48
C 0.65 -3.68 0.43
Cl 0.67 -4.91 1.63
C 0.65 -4.04 -0.92
Cl 0.68 -5.70 -1.38
C 0.63 -3.05 -1.89
Cl 0.63 -3.44 -3.57
S -0.50 1.22 4.17
C 0.18 1.22 2.73
N 0.73 1.27 1.68

=====

Record 6
36
Properties=species:S:1:pos:R:3 method="wB97M-V/def2-TZVPD" total_charge=0 smiles="CCOC(=O)[C@@H]1[C@@H]([C@@H](Cl)C(C)C)C1(C(F)(F)F)C(F)(F)F" relative_energy_kcal_mol=0.00 e_homo_ha=-0.39753
C 4.21 0.78 2.18
C 3.69 1.70 1.10
O 2.23 1.69 1.13
C 1.63 0.67 0.48
O 2.18 -0.21 -0.19
C 0.08 0.67 0.58
C -0.71 0.08 -0.58
C -1.92 -0.92 -0.47
Cl -2.85 -0.71 -1.99
C -1.44 -2.41 -0.33
C -0.86 -3.01 -1.61
C -2.56 -3.31 0.19
C -0.80 1.61 -0.31
C -2.08 2.25 0.27
F -2.47 1.69 1.43
F -3.12 2.14 -0.62
F -1.88 3.57 0.54
C -0.18 2.50 -1.44
F 0.76 1.83 -2.17
F 0.47 3.57 -0.88
F -1.12 2.92 -2.34
H 3.71 -0.19 2.18
H 4.02 1.33 3.11
H 5.27 0.61 2.12
H 3.96 2.71 1.28
H 4.05 1.38 0.09
H -0.28 0.38 1.54
H -0.10 -0.21 -1.44
H -2.49 -0.60 0.39
H -0.66 -2.40 0.46
H -0.77 -4.06 -1.48
H 0.12 -2.55 -1.85
H -1.57 -2.88 -2.43
H -2.94 -2.89 1.14
H -3.40 -3.40 -0.52
H -2.17 -4.32 0.41